The following is a quantum chemistry calculation of a structure of composition C11H25BF4NO2P2Pb in a non-equilibrium geometry, from OMol25.

Computed properties:
- charge = +1
- highest occupied orbital energy (spin up / spin down) (eV) = -10.71 / -12.64
- gap between HOMO and LUMO (spin up / spin down) (eV) = 6.97 / 7.83
- lowest unoccupied orbital energy (spin up / spin down) (eV) = -3.7 / -4.8

Last column: Löwdin charge in e.
Positions of all 47 atoms, in Å:
C 0.787 -1.358 -3.136  -0.008
C 0.797 -1.331 -1.737  -0.316
N -0.340 -1.312 -1.022  0.054
C -1.512 -1.165 -1.661  -0.332
C -1.594 -1.187 -3.057  -0.019
C -0.427 -1.261 -3.814  -0.025
C 2.128 -1.346 -1.008  -0.264
P 1.984 -0.792 0.738  0.792
Pb -0.345 -1.871 1.910  1.164
P -2.492 -0.598 0.925  0.765
C -2.786 -0.987 -0.849  -0.267
O 2.973 4.104 -2.847  -0.044
O -0.325 2.063 -1.426  -0.112
H 1.740 -1.462 -3.653  0.127
H -2.581 -1.132 -3.511  0.126
H -0.471 -1.242 -4.901  0.124
C 3.584 -1.274 1.444  -0.234
C 2.061 1.014 0.578  -0.222
H -3.411 -0.186 -1.280  0.114
H -3.367 -1.926 -0.877  0.104
H 2.806 -0.712 -1.464  0.072
H 2.552 -2.367 -1.009  0.112
C -4.085 -0.970 1.726  -0.230
C -2.454 1.219 0.972  -0.214
H -0.187 4.852 1.390  0.027
H -0.118 2.910 -1.873  0.067
H 3.785 4.551 -2.845  0.003
H 2.833 3.882 -3.781  0.043
H 0.816 -3.271 2.289  -0.088
H -0.373 1.375 -2.200  0.089
H 4.361 -0.556 1.156  0.061
H 3.472 -1.278 2.536  0.049
H 3.864 -2.282 1.110  0.056
H 3.093 1.310 0.340  0.063
H 1.368 1.386 -0.195  0.029
H 1.760 1.433 1.547  0.047
H -3.490 1.583 1.034  0.062
H -1.898 1.519 1.874  0.047
H -1.946 1.639 0.091  0.032
H -4.777 -0.128 1.575  0.061
H -4.515 -1.890 1.307  0.056
H -3.904 -1.107 2.803  0.059
F 0.026 0.912 3.053  0.037
B 0.152 0.070 4.204  -1.239
F 0.125 0.767 5.375  0.190
F -0.995 -0.871 4.131  -0.065
F 1.324 -0.727 4.037  0.049



The following is a quantum chemistry calculation of the molecule C11H25BO, from OMol25.

Computed properties:
- energy above the lowest of the compared OMol25 structures with the same formula, charge and spin (kcal per mole) = 0.0
- charge = 0
- highest occupied orbital energy (eV) = -9.68
- SMILES string = CCCBCCCCCCCOC
- gap between HOMO and LUMO (eV) = 10.46
- lowest unoccupied orbital energy (eV) = 0.8

Last column: Löwdin charge in e.
Positions of all 38 atoms, in Å:
C -4.799 -1.349 0.577  -0.108
C -3.283 -1.331 0.804  -0.272
C -2.465 -2.179 -0.209  -0.178
B -1.477 -1.269 -1.012  -0.158
C 0.071 -1.465 -1.078  -0.164
C 0.776 -2.106 0.124  -0.222
C 0.451 -1.411 1.449  -0.206
C 0.576 0.112 1.452  -0.198
C 1.934 0.674 0.994  -0.199
C 1.813 1.822 -0.004  -0.193
C 3.143 2.529 -0.236  -0.244
O 3.013 3.819 -0.799  -0.190
C 2.627 3.792 -2.157  -0.116
H -5.045 -1.534 -0.471  0.068
H -5.269 -0.405 0.856  0.067
H -5.287 -2.136 1.156  0.071
H -2.936 -0.292 0.810  0.092
H -3.071 -1.705 1.808  0.099
H -1.977 -3.017 0.297  0.091
H -3.159 -2.627 -0.931  0.098
H -1.976 -0.376 -1.645  0.084
H 0.573 -0.542 -1.385  0.079
H 0.176 -2.129 -1.956  0.120
H 0.487 -3.157 0.209  0.107
H 1.857 -2.108 -0.043  0.099
H 1.075 -1.833 2.244  0.115
H -0.582 -1.655 1.714  0.093
H 0.372 0.452 2.471  0.112
H -0.217 0.554 0.836  0.103
H 2.505 1.027 1.859  0.111
H 2.532 -0.130 0.553  0.108
H 1.090 2.562 0.356  0.128
H 1.418 1.434 -0.949  0.097
H 3.809 1.912 -0.860  0.126
H 3.652 2.674 0.721  0.123
H 1.629 3.361 -2.289  0.081
H 2.619 4.820 -2.514  0.087
H 3.343 3.212 -2.755  0.089



Question: Which of these has the highest charge?
Answer: C11H25BF4NO2P2Pb